Entry from the Open Molecules 2025 dataset: a molecular structure, C3H5N2O3S at a distorted geometry (the ωB97M-V functional and the def2-TZVPD basis).

The geometry in ORCA input format:
```
! wB97M-V def2-TZVPD RIJCOSX def2/J DEFGRID3
* xyz -1 1
C 1.079 -1.316 0.148
C 1.493 0.109 0.357
C 0.495 0.796 -0.592
N 0.096 -1.475 -0.666
N -0.339 -0.340 -1.218
O -2.452 1.482 -0.308
O -3.126 -0.879 0.123
O -1.398 0.071 1.474
S -2.113 0.166 0.210
H 1.660 -2.183 0.671
H 1.323 0.305 1.356
H 2.605 0.502 0.147
H -0.325 1.455 -0.200
H 1.002 1.306 -1.503
*
```

Values from the calculation:
F_max = 3.46 eV Å⁻¹
E_LUMO (alpha / beta) = 3.88 / 3.88 eV
energy relative to the best compared isomer or geometry (same formula, charge and spin) = 1.314 eV
calculated total energy = -23148.6826 eV